This record from the OMol25 dataset describes a structure of composition C34H93F6N17O9P5S2Sr in a non-equilibrium geometry. The level of theory is the ωB97M-V functional and the def2-TZVPD basis.

```
167
Properties=species:S:1:pos:R:3:forces:R:3
Sr -0.18962 -2.96779 5.34324 -1.6 0.4 0.3
C -1.37968 -4.77603 1.24973 -2.2 0.7 0.6
F -2.31988 -4.80868 0.28632 0.5 0.0 1.2
F -1.44314 -5.88313 1.99763 0.6 0.4 -1.0
F -0.25465 -4.52069 0.69006 1.6 -0.6 -0.2
S -1.72704 -3.35282 2.55124 -1.2 1.0 -2.2
O -2.71301 -2.45001 1.90930 2.6 -2.2 2.0
O -2.06580 -4.03063 3.77628 0.8 -0.3 0.4
N -0.08514 -2.70346 2.94258 -3.1 -2.2 -1.3
S 0.03467 -1.50945 1.92711 2.3 3.5 -2.2
O -0.52229 -1.66132 0.59809 0.4 -0.5 1.0
O -0.27299 -0.30402 2.65736 0.4 0.0 -0.3
C 1.97228 -1.40483 1.53483 -1.9 -1.4 2.7
F 2.41277 -2.58182 1.06607 0.0 1.1 0.2
F 2.21242 -0.42386 0.70923 0.3 0.0 0.0
F 2.52972 -1.16570 2.78815 -0.1 -0.3 -1.7
O 4.76468 -3.66258 -5.60833 -1.8 0.6 0.4
P 3.57649 -2.87966 -5.14608 -0.1 -0.9 -0.1
N 3.36207 -2.92277 -3.37143 -0.4 2.9 -1.3
C 3.13242 -4.18679 -2.76466 -0.9 -1.6 -0.2
C 3.90721 -1.86537 -2.42045 1.1 -1.2 -2.4
N 2.03276 -3.42256 -5.76173 2.1 -1.6 -0.6
C 2.00264 -4.29329 -6.95959 1.2 0.0 -0.4
C 0.73612 -2.90795 -5.56391 -0.4 0.6 1.9
N 3.73583 -1.29952 -5.73746 -2.5 0.3 2.7
C 4.47034 -0.89451 -6.85374 2.3 -0.4 -1.6
C 2.73263 -0.28979 -5.34569 0.5 -1.1 -0.2
H 4.03068 -4.77046 -2.56331 0.3 0.2 0.3
H 2.52195 -4.85337 -3.37385 0.1 0.2 -0.7
H 2.47248 -4.15937 -1.89758 0.4 0.6 0.5
H 3.25580 -1.30146 -1.75279 -0.6 -0.6 -0.1
H 4.40216 -1.14418 -3.07083 0.0 0.3 0.1
H 4.72812 -2.35552 -1.89706 -0.1 0.2 0.5
H 1.01531 -4.43210 -7.40007 -0.2 0.6 0.4
H 2.61868 -3.82875 -7.72952 0.1 -0.3 -0.3
H 2.33050 -5.32055 -6.80042 0.5 0.1 0.3
H 0.39236 -2.17551 -6.29428 0.0 0.2 -0.2
H 0.03691 -3.74388 -5.54337 -0.3 0.1 0.1
H 0.76405 -2.47224 -4.56517 -0.6 0.4 0.1
H 4.61504 0.18518 -6.89178 0.1 0.1 0.5
H 5.44269 -1.38469 -6.80525 0.2 0.2 -0.2
H 4.09881 -1.12124 -7.85307 -0.7 -0.4 0.0
H 2.00328 -0.05220 -6.12009 -0.1 -0.2 -0.4
H 3.30431 0.62047 -5.16480 -0.2 0.2 0.6
H 2.16564 -0.69692 -4.50853 0.1 0.5 0.4
O -2.54933 -2.15419 5.53969 1.5 -0.6 0.4
P -3.86760 -1.45302 5.56068 -4.0 1.8 -0.2
N -5.11574 -2.19437 4.61211 1.7 -0.5 0.2
C -5.04954 -3.68912 4.42356 -0.3 0.0 1.2
C -6.45854 -1.54321 4.32820 1.7 -0.3 0.9
N -3.77280 0.09830 4.81052 1.3 1.5 1.3
C -2.91883 1.19226 5.54997 -1.6 -1.3 0.2
C -3.41280 0.13179 3.35253 0.2 -1.8 1.1
N -4.53716 -1.21907 7.17653 1.9 -0.2 -2.0
C -3.64563 -0.65658 8.20480 0.0 0.6 -1.7
C -5.53439 -2.12520 7.74039 -0.4 -0.4 -1.4
H -5.72127 -4.19859 5.11445 -0.4 0.2 0.2
H -4.08731 -4.13613 4.67333 0.1 0.7 0.0
H -5.31190 -4.13461 3.46397 0.0 1.0 -0.5
H -6.88995 -2.07370 3.47934 -0.1 0.1 0.2
H -6.31848 -0.48529 4.10621 0.1 -0.1 -0.2
H -7.04907 -1.57862 5.24370 -0.4 -0.3 -0.3
H -2.78991 2.07549 4.92438 -0.3 -0.3 -0.1
H -3.46459 1.45627 6.45581 -0.2 0.3 -0.2
H -1.94026 0.89877 5.92990 0.3 -0.5 -0.5
H -3.15729 1.11470 2.95664 -0.4 0.1 0.5
H -2.52614 -0.49923 3.29131 0.0 0.3 -0.7
H -4.21778 -0.35143 2.79882 0.1 0.2 -0.2
H -3.29837 -1.48350 8.82425 -0.2 0.6 0.7
H -2.79175 -0.17518 7.72812 0.4 -0.5 -0.1
H -4.14049 0.24268 8.57162 -0.2 -0.6 1.3
H -5.26735 -2.58934 8.68978 0.2 0.5 0.1
H -5.63747 -2.96244 7.05011 -0.4 -0.1 0.0
H -6.49319 -1.60892 7.78801 -0.1 -0.2 0.4
O -2.81232 0.45845 -4.06473 1.6 1.7 0.9
P -3.79835 -0.53896 -3.68335 -2.9 -3.1 -0.6
N -4.61048 -1.08893 -5.08989 1.6 -1.2 1.3
C -5.56805 -0.25664 -5.70849 -1.3 1.2 0.7
C -4.09060 -2.04743 -6.04373 1.4 -0.2 0.2
N -4.99352 -0.06094 -2.57288 0.6 1.9 0.8
C -4.98712 1.34659 -1.93727 0.1 -1.7 -0.6
C -6.32895 -0.71562 -2.36452 1.1 0.7 -0.3
N -3.15590 -1.95415 -3.02232 -0.5 -1.1 -0.9
C -1.98022 -1.82529 -2.19793 0.3 -0.5 -0.2
C -3.94391 -3.22096 -2.80871 -0.5 1.5 -0.8
H -5.72904 -0.48687 -6.76167 0.0 -0.1 0.2
H -5.29277 0.79648 -5.65140 -0.2 0.2 0.0
H -6.47066 -0.45461 -5.13040 -0.7 0.7 -0.6
H -3.26522 -1.68554 -6.65683 0.0 0.8 -0.4
H -4.90153 -2.31230 -6.72221 0.2 -0.6 0.3
H -3.55754 -2.87420 -5.57427 -0.8 -0.4 0.2
H -5.79110 1.99795 -2.27998 -0.3 -0.3 -0.2
H -5.12303 1.13145 -0.87739 0.1 0.5 0.1
H -4.07328 1.90940 -2.12766 0.2 -0.5 0.0
H -6.86865 -0.20208 -3.16019 -1.2 -1.3 0.1
H -6.29298 -1.79574 -2.22251 0.1 -0.1 -1.5
H -6.81879 -0.52967 -1.40872 0.5 1.2 0.2
H -2.04279 -0.92601 -1.58517 0.4 -0.2 0.3
H -1.87009 -2.73849 -1.61309 -0.3 0.3 0.6
H -1.06766 -1.86696 -2.79259 0.2 0.6 -0.2
H -4.56283 -3.40603 -3.68666 0.0 0.1 -0.1
H -4.64900 -3.08025 -1.98947 0.2 -0.3 0.4
H -3.35440 -4.12805 -2.67548 0.4 0.4 0.2
O -0.49128 4.52250 -1.73081 1.4 -2.2 -2.4
P 0.61108 3.84405 -2.52571 0.3 3.5 2.1
N 0.32974 3.42642 -4.20242 -0.4 -0.5 -0.1
C 1.39298 2.82970 -5.08918 -1.2 -0.6 1.3
C -1.06229 3.31702 -4.72793 0.0 0.3 0.4
N 1.06185 2.34558 -1.69817 -1.7 1.0 -0.8
C 2.33358 1.67053 -1.85132 0.4 0.3 -0.4
C -0.10573 1.44314 -1.35665 0.0 0.1 -1.3
N 2.00058 4.92935 -2.58984 -1.1 -2.1 0.2
C 2.76462 4.96523 -1.33845 0.2 -0.5 -0.3
C 1.99418 6.21805 -3.27486 -1.6 0.3 -1.4
H 2.24458 2.56632 -4.46189 0.4 0.9 -0.5
H 1.50512 3.39224 -6.01604 0.5 0.5 0.4
H 1.04121 1.85260 -5.42031 -0.5 -0.1 0.0
H -1.65274 2.51358 -4.28754 0.3 -0.6 0.4
H -1.08939 3.11562 -5.79882 0.5 0.2 0.1
H -1.66189 4.19585 -4.49075 0.4 0.3 0.0
H 2.54438 1.02391 -0.99954 -0.1 0.2 0.0
H 2.37688 1.03909 -2.73874 -0.2 -0.2 -0.2
H 3.12055 2.41479 -1.97317 0.0 -0.1 0.2
H -1.09507 1.86780 -1.18636 0.6 1.1 0.8
H -0.40311 0.95447 -2.28447 0.6 -0.9 -0.2
H 0.14720 0.71616 -0.58489 0.2 0.2 -0.1
H 3.72911 4.50139 -1.54513 0.2 0.0 0.4
H 2.95505 5.99670 -1.04195 -0.3 -0.1 0.2
H 2.23511 4.40311 -0.56921 0.2 0.2 0.3
H 2.86264 6.85364 -3.10194 0.3 -0.7 0.0
H 1.14641 6.87151 -3.06895 -0.3 -0.1 0.9
H 1.82248 6.08718 -4.34326 0.7 -0.2 -0.2
O 4.08129 2.12495 5.62588 -0.9 -0.1 -1.8
P 3.87106 2.79183 4.30209 1.7 2.5 -0.7
N 2.35989 3.42836 3.94322 0.0 0.5 -0.8
C 2.11950 4.72385 3.16429 -0.3 -1.3 1.0
C 1.27769 3.11312 4.88354 0.8 1.6 -0.6
N 4.26026 1.92508 2.87695 0.3 -1.2 1.9
C 3.97309 2.39501 1.54912 0.1 0.5 0.0
C 4.97484 0.63714 2.86000 -0.1 0.1 -0.1
N 4.79882 4.26476 4.15480 0.8 -2.0 -2.0
C 4.85852 5.25900 5.21991 -0.8 -0.9 -0.6
C 6.04421 4.26190 3.30165 -1.0 -0.2 1.0
H 2.01095 5.57888 3.83155 0.7 0.1 0.3
H 1.10944 4.67072 2.75802 0.1 -0.4 -0.5
H 2.84454 4.91333 2.37277 -0.1 -0.1 0.3
H 1.77059 3.24069 5.84732 -0.9 -0.8 0.5
H 0.74593 2.18708 4.66496 0.2 -0.1 0.3
H 0.62412 3.96965 4.71834 -0.6 -0.3 0.6
H 3.00877 2.08037 1.15012 -0.5 0.3 0.3
H 4.10605 3.47677 1.56333 -0.4 0.0 -0.5
H 4.67361 1.98518 0.82151 0.5 0.1 0.2
H 4.50516 0.05800 2.06495 0.4 -0.1 -0.2
H 6.04160 0.77274 2.68192 0.1 0.0 -0.3
H 4.92194 -0.02347 3.72538 -0.4 0.7 0.5
H 3.96052 5.08123 5.81159 0.1 0.4 0.4
H 5.75691 5.14202 5.82597 0.0 0.1 0.1
H 4.80094 6.24289 4.75436 0.1 0.2 0.3
H 6.15245 5.25459 2.86466 0.3 0.1 0.2
H 6.02672 3.55349 2.47343 -0.3 0.0 0.2
H 6.87816 3.97351 3.94155 0.4 0.4 -0.2
C 5.01997 -2.97894 5.33512 -1.0 -0.1 -0.3
C 5.03467 -2.07851 6.47561 0.5 -1.1 -1.6
N 5.03117 -1.42527 7.39942 -0.2 1.2 1.7
H 4.20190 -2.68165 4.67903 0.0 0.2 -0.2
H 4.71052 -3.95619 5.70571 0.5 -0.2 -0.1
H 5.91151 -3.00701 4.70866 0.1 0.0 0.5
```
Positions in Å, forces in eV/Å.

Values from the calculation:
Kohn-Sham gap (alpha / beta) = 5.481 / 3.418 eV
Spin multiplicity = 2
Lowest unoccupied orbital energy (alpha / beta) = -6.093 / -8.154 eV
Charge = +2
HOMO (alpha / beta) = -11.57 / -11.57 eV
Molecular weight = 1304.8 g mol⁻¹
E = -165765.995 eV